Entry 1:
C7H33NO9 | the ωB97M-V functional and the def2-TZVPD basis

Kohn-Sham gap: 0.340 Eh
maximum force: 3.65 eV Å⁻¹
SMILES string: C=CCCNCCC.O.O.O.O.O.O.O.O.O
energy above the lowest of the compared OMol25 structures with the same formula, charge and spin: 4.244 eV
multiplicity: 1

Cartesian coordinates (Å):
C  -3.26  0.86  1.37
C  -2.56  0.79  0.25
C  -1.23  1.45  -0.01
C  -0.16  0.30  -0.09
N  0.30  -0.41  1.15
C  1.69  -0.88  1.06
C  2.78  0.21  1.38
C  3.56  0.39  0.10
H  -2.80  1.36  2.22
H  -4.16  0.27  1.66
H  -2.87  0.23  -0.63
H  -0.74  2.05  0.80
H  -1.10  2.06  -0.87
H  -0.48  -0.55  -0.75
H  0.62  0.65  -0.84
H  0.11  0.31  1.86
H  1.59  -1.71  1.78
H  1.87  -1.34  0.09
H  2.16  1.08  1.81
H  3.39  -0.07  2.25
H  3.20  -0.10  -0.90
H  3.68  1.41  -0.22
H  4.58  -0.02  0.05
O  1.27  -2.49  -3.12
H  0.50  -2.22  -3.63
H  1.61  -1.67  -2.74
O  2.01  2.93  2.70
H  2.57  2.16  2.40
H  1.43  2.62  3.40
O  -2.97  -1.71  -1.70
H  -2.90  -1.88  -0.76
H  -2.29  -2.32  -2.07
O  -0.60  1.36  3.46
H  -0.30  0.68  4.05
H  -1.50  1.13  3.20
O  -1.90  -2.58  1.14
H  -1.13  -2.48  0.58
H  -1.63  -1.90  1.78
O  0.49  -0.07  -3.31
H  -0.43  0.01  -3.03
H  0.78  0.86  -3.30
O  -0.81  -3.29  -1.61
H  -0.85  -3.37  -0.67
H  0.08  -3.10  -1.95
O  -2.22  0.62  -2.99
H  -2.93  0.68  -3.64
H  -2.65  -0.02  -2.36
O  1.20  2.66  -0.10
H  1.39  3.24  0.65
H  1.58  1.81  0.07

***

Entry 2:
C7H36N2O11 | the ωB97M-V functional and the def2-TZVPD basis

total charge: +1
Kohn-Sham gap (alpha / beta): 0.340 / 0.094 Eh
maximum force: 4.20 eV Å⁻¹
multiplicity: 2

Cartesian coordinates (Å):
O  -1.69  3.46  -1.24
H  -2.21  3.97  -0.62
H  -1.22  2.83  -0.69
O  0.99  -4.62  1.27
H  0.70  -3.70  1.31
H  0.19  -5.11  1.09
O  1.17  -3.76  -2.24
H  0.77  -3.16  -2.88
H  1.40  -3.20  -1.50
O  6.13  -1.99  0.82
H  5.40  -1.73  0.26
H  6.91  -1.69  0.36
O  3.48  -3.91  0.25
H  3.42  -4.11  1.19
H  2.75  -3.32  0.08
O  4.88  0.24  -0.27
H  5.11  0.46  -1.17
H  5.27  0.94  0.25
O  -1.91  -3.24  -0.09
H  -1.80  -3.88  -0.79
H  -2.86  -3.15  -0.01
O  -1.14  0.40  -2.59
H  -0.36  -0.07  -2.31
H  -0.87  0.83  -3.41
C  1.21  -0.99  0.24
O  1.59  -2.13  0.06
N  2.01  0.06  0.16
N  -0.10  -0.67  0.41
H  1.41  0.87  0.06
H  2.98  -0.03  -0.12
H  -0.74  -1.44  0.28
H  -0.54  0.23  0.54
C  0.49  4.41  1.39
C  1.20  2.98  1.43
C  0.65  2.17  2.66
O  0.77  2.41  0.23
H  -0.59  4.27  1.41
H  0.80  5.00  0.52
H  0.69  5.00  2.28
H  2.28  3.00  1.26
H  0.93  2.59  3.62
H  1.13  1.19  2.61
H  -0.41  1.92  2.73
H  1.13  2.89  -0.52
C  -3.44  -0.57  -0.04
C  -4.68  0.33  -0.37
C  -4.49  1.53  -1.28
O  -5.62  -0.64  -0.91
H  -2.99  -1.18  -0.83
H  -3.58  -1.18  0.85
H  -2.62  0.13  0.13
H  -5.09  0.67  0.58
H  -3.64  1.27  -1.92
H  -4.41  2.50  -0.80
H  -5.40  1.69  -1.86
H  -5.50  -0.79  -1.85